Record 1
This record from OMol25 describes a 6-piece molecular cluster, C29H54F4N4O16PS overall at a distorted geometry. The level of theory is ωB97M-V/def2-TZVPD.

**E_tot**: -3698.72023 hartree
**HOMO level**: -11.4 eV

```
! RIJCOSX wB97M-V def2-TZVPD def2/J DEFGRID3
* xyz 1 1
H -4.0266 -5.7773 2.3694
C 1.3135 1.8525 0.8253
H -0.9641 -1.2029 -0.5595
H -2.8546 -6.3217 1.1768
H -2.1831 -6.9302 3.5381
H -9.3148 -1.7918 -2.7836
O -6.7847 -7.1290 -4.8978
F 7.6680 2.4862 -0.7285
H -4.2326 -0.8140 -2.7737
C -2.0271 1.0054 -3.0195
C -8.7885 -2.6107 -4.7252
C 7.5673 3.3588 5.9566
O -2.2440 0.7666 -1.7172
H 5.9953 2.2009 6.9937
F 9.3927 2.8700 0.6429
H -4.6542 -7.7039 -8.0163
C 2.8811 3.4688 2.2847
O -0.6990 1.0216 -3.2226
C 6.2870 1.2704 4.8042
H -3.5866 -1.4821 -1.2836
H -8.9773 -3.5149 -5.3092
H 3.0772 3.5866 -0.8679
H 1.2956 1.2219 -0.1327
F 8.0629 4.5565 0.0151
P 3.0895 2.0779 4.6838
O 6.7544 6.6356 4.5020
C -9.5221 -2.6712 -3.3986
H -4.2028 1.4945 -1.7557
H -6.3843 -4.4353 -0.1386
H -0.6495 -2.8331 -1.1694
O 6.4814 8.0536 2.7498
H -3.4464 -8.5136 -7.0276
O -7.8573 -5.0761 -1.4739
F 8.5049 1.7546 3.0284
N 3.8193 2.7203 3.2230
O 7.5702 8.6423 4.6500
C 7.0723 2.8712 1.5565
H -2.1712 -5.2032 3.9596
S 2.6828 0.1700 4.5410
C -1.8585 -3.9975 0.7876
C -6.0868 -6.9632 -6.0312
H -7.6429 -5.2579 -4.6759
C -7.9423 -6.2995 -4.8074
C 8.0791 3.2291 0.3975
H -0.8099 2.0463 -5.0395
H 3.9197 2.2718 5.8477
C 2.6476 2.7196 0.8968
O -7.2261 -2.9679 -2.0284
H 6.0364 4.7332 4.3300
H 8.5850 10.4071 4.7173
O -1.0266 -4.7827 0.4086
H 7.3043 4.4272 5.6795
H -0.9984 -5.8320 2.8133
H 8.6674 3.1475 6.2067
H -3.6463 0.7991 -0.2394
C -3.0027 -5.6373 2.0161
C -4.0984 -7.6390 -7.0774
H 5.7226 10.4092 3.6325
H 5.4066 0.5776 5.0534
H 0.7515 1.3202 -4.6317
C 5.0879 2.6593 2.8276
C -3.6221 0.6752 -1.3244
H -3.8801 -5.4841 -7.1011
O -9.2025 -3.8753 -2.6863
H 8.1364 9.9136 3.0907
H -6.6176 -6.1836 -0.2855
C -4.2029 -0.6767 -1.6917
H 1.8397 2.7379 4.9958
H -9.1111 -1.7428 -5.3037
H 0.4411 2.5890 0.7044
C -0.3282 1.1755 -4.5921
H -2.5182 -6.3647 -7.8121
H 3.5787 2.1359 0.5643
H 6.7272 11.8341 3.9401
C 6.5305 10.8060 4.2495
H 6.3549 5.5280 2.7814
C -8.0180 -3.8766 -2.0527
H 1.1502 1.1822 1.7354
N 7.2535 2.1709 2.7732
H -7.7091 -2.5447 -4.5781
H -0.5779 0.2700 -5.1491
C 6.5737 2.3094 6.0146
C 6.9012 7.8052 3.8504
C -6.5904 -5.2457 -0.8401
H -10.5988 -2.6924 -3.5789
C -0.7752 -2.2357 -0.2649
O -6.3867 -6.2384 -6.9464
H -2.7426 -6.3114 -6.0492
C 5.9750 5.6802 3.7931
C -3.2594 -6.3770 -7.0103
O -2.9018 -4.2740 1.5837
H -8.5803 -6.4082 -5.6862
O -4.9855 -7.7256 -5.9553
O 2.4936 3.7762 -0.1061
C 7.7841 9.9614 4.1241
H 7.2057 0.5776 4.7965
H 3.2601 4.5369 2.1399
H -5.2184 -0.7781 -1.3040
N 6.1390 2.0047 3.5352
H 4.9290 5.9969 3.7678
H -8.5109 -6.6082 -3.9303
H 1.8533 3.5489 2.7879
C -2.0332 -5.9217 3.1474
N 5.6874 3.1975 1.6162
O -1.8880 -2.6853 0.5061
H -5.8029 -5.3109 -1.5943
H 6.1726 10.8093 5.2823
O -2.8716 1.1553 -3.8637
H 0.1324 -2.2624 0.3431
*
```

Atomic partial charges in e from the Löwdin method, atoms 1 to 5:
1. H 0.1223
2. C -0.0470
3. H 0.0769
4. H 0.1253
5. H 0.0820


Record 2
This record from OMol25 describes a 11-piece molecular cluster, C29H54N2O13 overall at a distorted geometry. The level of theory is ωB97M-V/def2-TZVPD.

**SMILES**: c1cc[nH]c1.c1cc[nH]c1.O=C1CCCO1.O=C1CCCO1.O=C1CCCO1.O=C1CCCO1.CO.CO.CO.CO.CO
**E_tot**: -2224.81283 hartree
**HOMO level**: -7.8 eV

```
! RIJCOSX wB97M-V def2-TZVPD def2/J DEFGRID3
* xyz 0 1
C -5.4320 2.8067 -2.1094
H 3.2925 -6.7950 3.6847
H -5.2942 1.7624 -1.8291
H -0.8534 6.8164 0.0838
O 0.2412 0.0289 -0.7912
C 0.4428 1.3533 1.1207
H -2.1684 -1.7969 -7.5668
C 0.2491 6.1196 4.6852
H 0.9986 6.9358 -3.8396
H -2.0840 1.7789 6.3155
N -3.1535 -2.0063 -7.4901
H -2.6893 -3.4064 1.5172
C -4.0335 -1.2349 -6.6839
C -4.6001 -1.8623 3.8417
H 2.1840 -8.7479 3.5194
H -0.3722 1.4105 1.8423
O -3.8738 -1.5677 1.6665
H 1.3150 6.3469 4.7042
H -6.1462 -1.3813 -6.1736
O 6.1131 -5.5894 -2.9888
H 1.9887 -5.9330 4.6186
H 1.3972 4.7685 -4.9594
H 0.9829 8.2164 0.6654
O 6.1072 -5.0614 -0.8582
H 5.7195 -3.1899 -4.4945
C 3.9620 0.0489 5.5645
C 2.8958 7.3126 -6.4707
H -0.5782 -7.3783 4.0084
C 2.6945 5.9406 -6.3676
C 0.1839 -7.7785 3.3397
N 1.5237 6.8732 -4.7001
O -0.2371 2.0112 7.3321
H -3.9897 -3.8173 3.8947
H -4.3008 -3.6318 1.4170
H 4.0516 -3.4867 -2.0420
C -5.3159 -1.7148 -6.7785
C 5.7525 -4.7692 -1.9920
H -0.7303 2.8317 -0.1116
H 1.3504 1.6115 1.6664
H -1.0786 0.3721 6.3482
H 1.0316 2.8602 -0.3565
O -0.2197 7.0588 -0.5954
H 5.6897 -2.7368 -2.2183
C 1.0156 7.3366 0.0229
H 3.5082 7.8286 -7.1954
H -4.5113 3.2867 -1.7778
H 5.0336 -0.9547 4.2537
H -1.9602 0.8545 7.7374
C -3.6000 -2.9759 1.9336
H -5.5231 2.8557 -3.1944
H -3.5736 -0.4714 -6.0739
H -6.0934 -3.3947 -7.9678
C 0.6471 -0.0779 0.5846
O -4.8648 0.2290 2.5226
O 1.6783 -5.2115 1.7436
C 1.5976 -7.9666 4.0031
O -0.6430 1.5009 -2.2479
H 1.6786 -0.3945 0.7396
C 1.7887 5.6930 -5.3573
C -4.4861 -0.9446 2.6598
C 1.9946 7.8935 -5.5452
H -3.4428 -3.6320 -8.7917
H -0.2410 -8.7194 2.9901
H -4.2864 -1.3908 4.7730
C -3.8898 -2.9594 -8.0746
O 0.3908 -6.9193 2.2628
H 1.7590 8.9004 -5.2338
O -0.6457 7.2963 4.6768
H 6.2941 -5.1745 -5.0169
C 5.0372 -3.5628 -2.5012
H -2.6370 -2.6469 3.8162
C 5.5586 -5.2410 -4.2153
C -3.6266 -2.8983 3.4346
O 4.8119 -0.0352 4.4181
C -0.1060 1.2367 -1.1662
H 0.0649 5.3561 3.9294
H 1.9045 7.4021 -0.6045
H 4.3722 0.6363 6.3859
H 4.7810 -5.9383 -4.5273
C -5.2498 -2.7775 -7.6960
C -1.3501 1.2545 6.9275
H 4.0798 -3.9398 -4.4383
H 0.0549 5.6870 5.6666
C 5.0476 -3.8493 -3.9451
H -7.2862 3.1276 -2.1220
C 0.1789 2.2306 -0.1024
H 3.1983 5.3078 -7.0833
C 2.2273 -6.5833 3.7770
C 1.4388 -6.1155 2.5293
H -1.4957 6.9592 4.3847
H -0.6203 2.6247 7.9633
H 3.0461 0.5570 5.2628
H 3.5788 -0.9232 5.8748
H -5.6091 -2.2581 3.9571
H 1.2400 6.3750 0.4846
O -6.6143 3.1167 -1.4363
H -0.0039 -0.7440 1.1508
H 1.3372 -8.2252 5.0295
*
```

Atomic partial charges in e from the Löwdin method, atoms 1 to 5:
1. C -0.1849
2. H 0.1241
3. H 0.0739
4. H 0.0735
5. O 0.0511


Record 3
This record from OMol25 describes a 2-piece molecular cluster, C29H54N5O3S2 overall at a distorted geometry. The level of theory is ωB97M-V/def2-TZVPD.

**E_tot**: -2432.98159 hartree
**HOMO level**: -10.2 eV

```
! RIJCOSX wB97M-V def2-TZVPD def2/J DEFGRID3
* xyz 1 1
H -0.1404 -1.9868 -0.1250
H 3.1978 -1.9234 -0.5381
C 0.9548 -0.3672 2.6468
H 0.1674 -2.0040 -2.2547
H 3.7895 1.4675 2.6339
H -3.7329 0.8563 -1.1103
H -0.5188 -0.3051 5.5881
H -2.9171 2.6656 -5.2461
C 0.5760 -1.1411 3.9028
O 0.6621 1.1737 4.8062
H -3.8326 2.5239 -0.6504
O 0.2840 5.2182 -2.6485
H -4.4785 -1.1058 0.1230
H -0.3379 2.7414 3.9861
N 0.9743 1.1521 -0.4421
O 1.8552 3.9262 -3.6679
C 1.5618 -2.6250 1.5622
S 0.2286 -3.7561 2.0086
C -0.5519 1.8945 4.6323
H 4.5000 2.6869 1.6012
H 3.6911 -0.8718 2.6041
H -1.5797 3.9143 -1.4452
S 0.9937 -0.9544 -2.1874
H 1.7365 -5.9072 0.9466
N -5.8700 1.3078 -5.3188
C 1.2113 -5.5321 0.0738
H 1.3635 -1.8540 4.1410
C -2.4823 -1.8828 0.6293
C -3.2781 1.6050 -0.4693
H -0.3424 -1.7133 3.8179
C 1.3990 1.9842 -1.6128
H 0.7943 1.7668 -2.4837
C 1.0739 4.3008 -2.6088
H 2.5430 2.7570 0.5258
H 5.7474 -2.2204 -0.5761
H -4.4716 -2.2698 1.4486
C -3.8802 0.7756 -4.5196
N 2.8176 1.8236 0.7800
H 2.4167 1.7118 -1.8847
H -1.7757 0.1023 1.2122
C -1.3949 -0.9146 1.1516
C -3.9191 -1.4605 0.9808
H -5.3998 3.2004 -6.1801
H -0.8608 -5.3351 0.6551
H 2.3390 3.8228 -1.0464
C 4.0204 1.7127 1.6030
H 6.5647 -2.1591 0.9827
C -0.0694 -1.0300 0.3796
C -1.1839 0.5150 -1.4106
H -1.3184 2.1497 0.0979
H 1.2860 3.7632 -4.4278
N 2.3335 -0.4442 0.6770
H 1.8935 -4.9781 -0.5656
H 4.0235 -0.4208 -0.5526
C -1.7793 1.8281 -0.8323
H -2.7171 2.9375 -2.4346
C -5.0377 2.3442 -5.6383
C 3.5014 -1.1083 0.1180
C 1.3364 3.5098 -1.3498
H -5.6589 -0.5541 -4.3028
H 1.2429 -0.4473 5.8516
H -0.9391 0.7313 -2.4477
H 2.0441 -3.0665 0.6926
H -1.9115 -0.2856 -1.4577
C -0.0048 -4.6929 0.4725
H -0.9021 2.2551 5.5979
C 0.1470 -0.0125 -0.7908
H -6.8451 1.2602 -5.5489
C 5.6385 -2.4306 0.4853
H -3.4219 1.3712 0.5794
H 0.8678 -6.3951 -0.4940
H -3.8886 -0.6558 1.7131
H -2.3578 -2.0876 -0.4330
H -3.0821 0.2381 -4.0330
C -3.7930 2.0451 -5.1543
H -0.9845 2.7409 -2.6229
C -1.7737 2.9488 -1.9013
C 0.4658 -0.1934 5.1383
H 5.4670 -3.4903 0.6527
H 0.5968 3.7510 -0.5971
H 1.8752 0.1536 2.9024
C -5.1757 0.3468 -4.6392
H -1.2532 -1.2263 2.1801
H -2.3229 -2.8325 1.1351
H -0.2584 -4.0133 -0.3388
C 1.1935 -1.1613 1.3248
C 4.5277 -1.6272 1.1041
H 0.2305 0.4259 2.4683
H 2.3047 -2.6750 2.3527
N 4.5189 -1.4191 2.3557
C 2.0663 0.8420 0.3493
H 4.7266 1.0231 1.1585
H -1.3076 1.2660 4.1588
*
```

Atomic partial charges in e from the Löwdin method, atoms 1 to 5:
1. H 0.0671
2. H 0.1002
3. C -0.1251
4. H -0.1054
5. H 0.0981


Record 4
This record from OMol25 describes a 2-piece molecular cluster, C29H55ClFN4O10P2S overall at a distorted geometry. The level of theory is ωB97M-V/def2-TZVPD.

**E_tot**: -3750.21211 hartree
**HOMO level**: -6.0 eV

```
! RIJCOSX wB97M-V def2-TZVPD def2/J DEFGRID3
* xyz -1 1
C 1.9559 -2.7122 1.8413
H -1.1804 -5.2496 -0.0316
H 4.2473 -2.6723 4.4519
H 2.8129 -4.0902 3.3570
H 3.8720 -3.5949 2.0704
H -2.3051 -3.0067 -1.7639
H 1.8389 -3.0368 7.5111
C 1.5785 4.9892 -7.3522
H -1.9469 3.1526 -4.1955
C -1.7260 -4.7841 -0.8438
O -1.3723 -1.4334 2.0451
C 0.2252 -4.3540 2.8678
H 1.2368 1.3544 -5.6705
H -2.3501 -5.2050 -2.9784
H 0.8388 4.2977 -7.7574
H -2.7719 4.7043 -3.9859
H -2.6764 5.3659 -6.0668
C -3.9359 0.2300 2.0387
O -0.1013 -3.1341 0.9498
N -2.9952 -3.5120 2.5127
O -4.1693 1.6274 2.3758
O -2.9717 -5.2868 -1.1421
C -1.5239 -3.2832 -1.0594
C 4.9470 -1.4970 2.8578
H 2.3567 -3.5824 5.3754
H -2.2150 0.6411 0.7777
H -3.2687 -1.2394 -0.8853
Cl 0.1929 -1.1102 -3.0903
H -0.2047 -0.0202 0.2805
H 5.7379 -2.2358 2.7138
C 3.0890 -3.2349 2.7442
H -3.3968 -0.2664 2.8477
H 1.5650 7.4802 -5.1517
C 0.4537 -0.4176 3.1147
H 1.8030 7.5449 -6.8926
H 0.6183 -1.3814 -0.4404
C -1.6203 5.1702 -6.2682
C 4.0536 0.2799 1.5609
C -1.8323 -5.5979 -2.1140
H -0.7578 -4.6862 2.5538
C -1.7944 4.2217 -4.0143
C 1.0812 2.5321 -3.4614
H 0.9144 -4.4826 7.2862
H 2.0532 -3.2205 0.8866
H 2.1348 -1.6602 1.6423
C -0.7466 -0.4247 -1.6615
H -1.5703 4.3456 -6.9871
P -1.5283 -2.2663 0.5525
H -0.4057 0.8121 6.5078
H 0.0796 2.3957 -3.0379
H -1.7985 -6.6744 -1.9942
N -0.9386 4.8357 -5.0336
O -1.5569 0.3874 -1.9347
C -3.1120 -1.3090 0.1886
N 1.0476 3.2090 -4.7578
H 0.0654 -2.9144 7.2276
H -4.9251 -0.1949 1.8901
C 1.8975 6.9038 -6.0110
H 1.5418 1.5484 -3.5440
H -2.1312 2.4884 4.8445
C -0.1011 0.6545 5.5037
H -0.5146 -3.2812 -1.4674
H -3.2402 1.0909 4.7501
H -0.3376 2.0912 -5.9591
H 3.1260 0.2558 0.9862
H 1.5356 -0.5138 3.0849
C -3.1734 0.1325 0.7297
O -4.0923 -3.9423 2.6811
C 1.2934 -3.3665 5.4753
P 0.7055 4.8804 -4.7024
F -0.9354 -2.0670 4.0641
H 2.9586 6.6682 -5.8658
H -3.8829 2.7612 4.8403
C 0.7364 2.3074 -5.8450
H -3.7672 0.7171 0.0198
H 1.7848 5.6939 -8.1617
H 3.8134 0.6238 2.5695
H 1.1181 2.6603 -6.7975
H 1.6759 3.1027 -2.7467
O 4.6088 -1.0276 1.5658
C -0.3104 -1.7574 2.8646
O 1.8045 5.4076 -3.8466
O -2.6242 -3.5813 1.2200
O -2.2728 2.8311 2.3407
H 5.3682 -0.6934 3.4735
H -1.2242 6.0718 -6.7239
H 1.1422 -2.3649 5.0830
H 2.5058 4.4396 -7.1379
H 3.0920 -1.4386 4.0222
H 4.7550 0.9744 1.0969
H -1.3608 4.3373 -3.0203
H 0.9478 -5.0043 2.3734
C 0.4827 -2.9596 2.2620
H 0.1668 0.3359 2.3827
H -3.9822 -1.8364 0.5785
N 1.0751 5.7112 -6.1976
C -3.1004 2.2280 2.9583
C -0.3560 -0.9142 -0.3251
C 0.9808 -3.4401 6.9706
C -3.0795 2.1281 4.4622
C 0.1418 0.1644 4.4252
S 0.3346 -4.6668 4.6686
C 3.7922 -2.1597 3.5975
*
```

Atomic partial charges in e from the Löwdin method, atoms 1 to 5:
1. C -0.0901
2. H 0.1296
3. H 0.1093
4. H 0.0846
5. H 0.1130


Number 1: LUMO energy -4.9 eV. Number 2: LUMO energy 0.0 eV. Number 3: LUMO energy -2.9 eV. Number 4: LUMO energy 2.3 eV.